Entry 1:
Here is a 3-piece molecular cluster, C2H10NO2 overall at a distorted geometry from OMol25. Energies are from ωB97M-V/def2-TZVPD.

## Properties
energy above the lowest of the compared OMol25 structures with the same formula, charge and spin	1.979	eV
LUMO level	-3.929	eV
energy	-287.12362	Eh
F_max	0.079	hartree/bohr

```
! RIJCOSX wB97M-V def2-TZVPD def2/J DEFGRID3
* xyz 1 1
C -1.36328 -0.33038 -0.44334
C -1.81000 -0.23540 -1.70511
N 0.01773 0.26098 -0.14302
H -1.93563 -0.07916 0.48320
H -2.62960 -0.85086 -2.07868
H -1.45871 0.50543 -2.48741
H 0.04675 1.11676 -0.70406
H 0.86374 -0.30580 -0.36986
H -0.09062 0.43777 0.82951
H -0.31379 1.88607 2.78399
H 0.60936 0.90293 3.51352
O 0.25053 1.03747 2.66931
H 2.98640 -1.41796 -0.03388
H 2.48503 -1.74719 -1.54294
O 2.34209 -1.18067 -0.77122
*
```

natural (NBO) population analysis, charges in e, atoms 1 to 2: number 1, C, carries -0.086; number 2, C, carries -0.325

---

Entry 2:
Here is a 3-piece molecular cluster, C2H10NO2 overall at a distorted geometry from OMol25. Energies are from ωB97M-V/def2-TZVPD.

## Properties
energy above the lowest of the compared OMol25 structures with the same formula, charge and spin	1.840	eV
LUMO level	-3.358	eV
energy	-287.12871	Eh
F_max	0.073	hartree/bohr

```
! RIJCOSX wB97M-V def2-TZVPD def2/J DEFGRID3
* xyz 1 1
C 0.76796 -0.60260 1.09162
C 0.32257 -0.39725 2.35983
N 0.11104 -0.19469 -0.12283
H 1.86310 -0.74386 0.92846
H 1.04820 -0.23724 3.25057
H -0.76293 -0.00050 2.57140
H -0.05863 -0.81484 -0.96170
H -0.72849 0.40202 0.09142
H 0.97424 0.35814 -0.54243
H 1.34881 0.50306 -2.83414
H 1.83017 -0.83058 -3.40535
O 1.14545 -0.45935 -2.69847
H -2.77561 0.83020 -0.64306
H -2.81441 1.27729 0.79843
O -2.27145 0.91022 0.11628
*
```

natural (NBO) population analysis, charges in e, atoms 1 to 2: number 1, C, carries -0.088; number 2, C, carries -0.345

---

Entry 3:
Here is a 2-piece molecular cluster, C2H10NO2 overall at a distorted geometry from OMol25. Energies are from ωB97M-V/def2-TZVPD.

## Properties
energy above the lowest of the compared OMol25 structures with the same formula, charge and spin	2.091	eV
LUMO level	-3.877	eV
energy	-287.11948	Eh
F_max	0.060	hartree/bohr

```
! RIJCOSX wB97M-V def2-TZVPD def2/J DEFGRID3
* xyz 1 1
C -0.71534 0.54989 -0.25090
O -0.23282 -0.07515 1.02584
C -0.38640 -0.67538 -1.04421
N -0.63434 -0.74979 -2.50739
H 0.02594 1.38018 -0.46994
H -1.88432 0.73902 -0.25011
H 0.55690 0.37613 1.46883
H 0.58595 -1.09772 -0.87340
H -1.22741 -1.24115 -0.57588
H -0.97355 -1.70966 -2.71647
H 0.29809 -0.83665 -2.95101
H -1.22231 -0.05194 -2.94740
H 2.40511 0.98949 3.23639
H 0.88214 0.93087 3.02530
O 1.68336 0.89051 2.52117
*
```

natural (NBO) population analysis, charges in e, atoms 1 to 2: number 1, C, carries -0.102; number 2, O, carries -0.761

---

Entry 4:
Here is a 3-piece molecular cluster, C2H10NO2 overall at a distorted geometry from OMol25. Energies are from ωB97M-V/def2-TZVPD.

## Properties
energy above the lowest of the compared OMol25 structures with the same formula, charge and spin	1.303	eV
LUMO level	-3.201	eV
energy	-287.14846	Eh
F_max	0.099	hartree/bohr

```
! RIJCOSX wB97M-V def2-TZVPD def2/J DEFGRID3
* xyz 1 1
C 0.25972 -0.31411 -1.27629
C -0.52292 -0.98077 -2.15054
N -0.43548 0.20842 -0.05548
H 1.28638 -0.41276 -1.20078
H 0.02987 -1.69324 -2.75971
H -1.69457 -0.82460 -2.27457
H -1.33897 0.52855 -0.39448
H 0.04768 1.19813 0.16990
H -0.46537 -0.41723 0.80139
H -0.46098 -2.35289 2.36601
H 0.93610 -1.78451 2.41645
O 0.20323 -1.75283 1.89354
H 0.74255 2.85044 1.63361
H 0.99489 3.12125 0.11290
O 0.41787 2.62614 0.71804
*
```

natural (NBO) population analysis, charges in e, atoms 1 to 2: number 1, C, carries -0.073; number 2, C, carries -0.337